Molecular formula: C21H27InN5O8S5
Method: DFT, ωB97M-V/def2-TZVPD

Net charge: +1
E_LUMO, eV: -3.07
E_tot, Eh: -3872.8768
Multiplicity: 1
Gap between HOMO and LUMO, eV: 8.3
Energy above the lowest of the compared OMol25 structures with the same formula, charge and spin, kJ/mol: 16.37

The geometry in XYZ format:
```
67
C21H27InN5O8S5 | OMol25 | ωB97M-V/def2-TZVPD
O 1.916 -1.034 -3.579
H 3.895 1.095 0.764
H -0.568 -0.208 -6.130
H -2.766 2.727 -3.920
H -4.905 -0.734 -3.193
C 0.769 -3.159 -1.276
N 1.290 -4.062 -2.054
H 1.686 0.172 3.656
O 2.256 -5.814 -3.967
C -0.723 1.314 3.327
O 0.508 -2.099 -4.810
H -0.748 1.374 4.415
H 2.580 3.175 0.949
C 2.878 1.059 1.156
H 0.004 3.303 3.120
S -0.494 -0.427 2.870
O -2.091 1.175 -0.568
H -3.224 0.086 -1.364
C 0.293 2.308 2.779
H -1.728 1.547 2.968
C -1.707 1.312 -5.138
N 0.835 -1.155 -4.112
H 3.869 -4.606 -4.156
C 2.031 -1.427 2.215
H 1.209 -1.426 4.187
C -1.795 2.123 -1.448
O 0.337 0.292 -1.732
H -3.108 -2.912 -4.078
H 0.375 -5.086 -4.409
O -1.892 3.305 -1.250
H 0.485 -6.782 -3.868
H 2.145 2.262 -0.489
H 2.317 -3.834 -4.569
C 2.112 2.253 0.602
H -4.812 -3.031 -3.613
H -0.466 -5.193 -2.112
N 0.282 -2.355 -0.597
N -2.426 1.686 -6.364
O -2.090 1.144 -7.394
H 2.957 1.092 2.241
H 3.308 -4.587 -1.777
C 1.229 -0.758 3.326
S 0.346 2.350 0.969
C 0.868 -5.775 -3.712
S -2.503 -1.756 0.609
H 0.977 -6.088 -1.577
C 0.600 -5.342 -2.281
H 3.020 -2.944 -2.419
In -0.509 -0.146 0.136
S 2.168 -0.529 0.653
C -2.015 1.949 -3.941
H 1.294 2.120 3.162
S -3.355 -3.406 -1.738
C -3.889 -1.116 -3.097
C -3.099 -1.873 -0.989
H 3.033 -1.653 2.580
N -3.410 -0.858 -1.742
C 2.706 -3.984 -2.462
H 1.569 -2.373 1.923
O -3.308 2.509 -6.257
C -1.370 1.564 -2.787
C 2.820 -4.517 -3.878
C -0.346 0.586 -2.804
C -3.841 -2.640 -3.323
C -0.111 -0.041 -4.034
C -0.775 0.301 -5.200
H -3.254 -0.585 -3.804
```

=====

Molecular formula: C17H48ClN8O13
Method: DFT, ωB97M-V/def2-TZVPD

Net charge: -1
E_LUMO, eV: 1.98
E_tot, Eh: -2552.5137
Multiplicity: 1
Gap between HOMO and LUMO, eV: 7.8

The geometry in XYZ format:
```
87
C17H48ClN8O13 | OMol25 | ωB97M-V/def2-TZVPD
C 2.032 4.457 -2.929
H 5.780 -1.199 -0.727
H -4.682 8.937 -1.603
N -1.270 -1.409 7.442
N 7.917 -0.756 -1.163
O -0.323 -5.957 5.313
H -1.203 6.510 0.876
H -3.537 6.699 -1.792
C -1.288 -0.827 4.955
H 5.382 -1.372 -7.036
C 7.076 -1.069 -2.089
C -0.552 -2.279 9.761
H -0.562 -0.279 8.927
O -2.300 0.251 -10.570
H 5.674 -0.271 -8.323
C -3.437 -0.199 3.933
Cl -1.014 -3.762 -2.628
H -2.986 -1.657 -10.277
C -0.334 -1.289 8.586
C 4.386 -1.767 -8.491
H 8.877 -1.058 -1.258
H -0.588 -6.903 2.914
O 1.638 4.100 -1.613
H 0.456 -1.132 6.224
H -0.061 6.335 -1.508
H 0.724 -1.369 8.338
C -2.514 5.738 -0.339
H -2.791 0.717 -9.889
C -0.558 -0.745 6.316
C -0.025 -7.051 4.814
H 0.385 -8.295 3.428
H 5.089 -1.590 -2.270
N 5.899 -1.341 -1.720
H 0.790 -8.819 5.034
N 5.030 -0.887 -7.849
H -0.668 -0.396 4.169
H -1.693 -2.118 -8.396
H -1.252 -1.858 4.603
H -0.047 -1.879 10.641
H 0.983 -7.785 6.470
N 0.663 -7.946 5.525
H -1.925 7.382 -1.431
O -3.307 8.112 -0.176
H -4.100 -1.063 3.906
H -3.748 -2.864 9.773
C -0.066 5.646 -0.664
H -1.297 -1.618 -10.546
N 3.816 -2.575 -7.589
C -1.958 -1.082 -8.605
O 0.343 -3.784 -3.107
C 0.274 4.240 -1.165
H -2.737 -0.120 3.102
H 3.916 -2.534 -6.585
H -3.939 0.762 4.051
H 0.873 5.997 -0.237
H 3.010 -3.025 -7.998
H 0.229 3.616 -0.272
H -0.372 3.839 -1.946
C -2.780 -3.364 9.826
H -2.627 -3.791 8.835
N -0.178 -7.482 3.633
O -1.276 -2.346 -2.286
C -3.783 9.178 -1.036
H -4.166 10.027 -0.468
O -2.697 -0.371 5.145
H 1.963 5.544 -2.975
O 4.106 -1.797 -9.654
H -3.088 -1.233 -7.094
H -3.053 9.665 -1.682
O -1.924 -2.308 10.156
O -1.974 -4.179 -3.585
O -3.131 -0.662 -7.865
C -2.870 7.047 -1.003
H 7.484 -0.674 -0.255
H -2.646 4.870 -0.985
O -1.227 -4.578 -1.509
C -2.101 -1.055 -10.071
H -3.223 5.565 0.471
H 1.341 4.016 -3.648
N -1.221 5.699 0.275
H -2.844 -4.128 10.600
H 3.108 4.287 -2.966
O 7.467 -1.322 -3.212
H -0.997 -0.703 -8.256
H -0.451 0.312 6.560
H -0.083 -3.240 9.552
H -1.241 -2.385 7.186
```

=====

Molecular formula: C2H5IN2O
Method: DFT, ωB97M-V/def2-TZVPD

E_LUMO, eV: 0.28
E_tot, Eh: -561.6299
Multiplicity: 1
Gap between HOMO and LUMO, eV: 9.8
Energy above the lowest of the compared OMol25 structures with the same formula, charge and spin, kJ/mol: 0.00

The geometry in XYZ format:
```
11
C2H5IN2O | OMol25 | ωB97M-V/def2-TZVPD
H -1.677 -1.612 0.982
H 1.532 1.032 -1.952
N 0.512 0.649 -0.268
C -1.274 -0.607 1.008
N 1.723 0.836 -0.967
I -2.783 0.781 0.391
H 0.072 1.492 0.069
O 0.560 -1.609 -0.356
H 2.226 -0.051 -0.924
H -0.953 -0.337 2.008
C 0.061 -0.574 0.010
```

=====

Molecular formula: C36H64N5O29S7
Method: DFT, ωB97M-V/def2-TZVPD

Net charge: +1
E_LUMO, eV: -2.62
E_tot, Eh: -6652.7649
Multiplicity: 1
Gap between HOMO and LUMO, eV: 9.2
Energy above the lowest of the compared OMol25 structures with the same formula, charge and spin, kJ/mol: 0.00

The geometry in XYZ format:
```
141
C36H64N5O29S7 | OMol25 | ωB97M-V/def2-TZVPD
H 2.246 0.238 5.198
O 7.017 5.890 -6.916
H -9.950 6.693 5.108
N -3.125 -3.819 0.007
O 8.154 3.792 -0.557
C -6.643 -0.931 -0.728
N -4.920 -0.714 2.681
H -4.736 4.911 0.312
H 0.807 -1.272 -7.044
H -5.995 4.300 -1.683
C 9.745 1.311 2.860
H 8.266 1.713 -4.321
H -4.389 -7.731 0.569
H -0.556 -0.888 -1.741
O 2.795 -1.592 -5.170
H -7.087 -0.098 -0.182
C 4.969 -1.313 4.476
C -2.327 -2.720 0.113
H -4.165 -7.362 -1.159
O 8.114 -0.348 3.045
C -5.890 -8.599 -0.739
H 4.157 -0.109 2.902
H 4.842 2.965 -4.860
C 9.502 -0.116 3.307
S -7.614 4.327 4.374
H -4.612 3.212 0.829
H -9.657 5.318 6.196
C -4.405 -2.053 2.938
H -3.664 -1.977 3.742
O -3.622 -10.137 -2.917
H 1.218 0.299 -1.460
H 7.832 3.368 -3.844
C -5.609 3.479 -1.076
H -5.909 -0.769 2.467
H 10.085 -0.823 2.714
O -7.770 3.040 4.953
H 9.389 2.028 3.604
C -5.518 -1.860 -2.613
C 5.190 3.130 -5.882
O -6.998 5.307 5.486
C 0.632 -1.237 -5.967
C -6.059 -3.284 -0.724
H -1.254 -3.211 -1.515
H 0.786 2.402 2.068
H 1.588 -3.180 -5.746
C -7.869 6.429 5.689
H 1.245 -2.427 -1.203
H -7.788 6.792 6.710
O 1.056 0.046 -5.486
S -4.318 -10.271 -1.690
H -5.172 -2.738 3.307
C 3.235 1.982 4.325
H 4.672 -1.532 5.504
O 6.558 1.377 2.256
C 4.312 4.123 -6.610
H -4.793 -0.143 3.507
C -0.507 -1.342 -0.743
C 2.824 2.206 2.849
C 1.817 -0.385 -0.848
H 3.255 3.973 -6.407
H 5.252 2.178 -6.400
H 2.987 -1.289 3.683
H 2.665 -0.720 -1.447
O 8.950 1.459 1.678
H 10.530 1.964 -3.462
H 4.227 2.428 4.465
H 4.482 4.088 -7.689
S 2.626 0.001 -5.159
H 3.641 1.875 2.202
H 2.551 2.592 4.932
O -7.425 1.794 1.347
H 1.164 -2.389 -4.209
H -6.556 -7.791 -1.019
O -6.668 2.536 -0.869
O 7.533 -0.257 0.655
O -8.698 3.535 0.106
H -5.065 -1.708 -3.590
H -4.777 3.007 -1.594
H -0.425 -1.389 -5.768
O 6.505 5.826 -4.484
H 3.914 0.489 5.694
O -5.730 -9.521 -1.825
H 2.662 1.402 0.133
H -0.919 -0.592 -0.063
O -4.519 -11.526 -1.067
H 10.791 1.507 2.639
H 3.293 -0.130 0.677
H -6.314 -9.142 0.109
H -5.039 -3.925 -2.535
H 1.561 -0.537 2.235
C -5.238 3.947 0.316
C 1.514 -2.225 -5.232
H 1.175 -2.005 0.527
C 8.434 2.497 -3.587
C 9.898 2.856 -3.450
C 3.769 -0.537 3.828
H -6.111 0.240 -2.449
O 8.040 2.052 -2.287
C -5.502 -3.104 -1.991
O 9.996 3.457 -2.150
H 5.828 -0.645 4.398
C -4.487 -8.122 -0.441
N -2.673 -1.969 1.166
C 1.428 0.354 1.616
C -6.634 -2.172 -0.110
C -3.983 -3.675 1.015
H -5.703 -4.389 2.063
C 3.239 0.521 4.831
H 0.963 1.352 3.445
O -3.661 -9.274 -0.608
S 7.636 0.563 1.808
C -9.251 5.903 5.368
N -1.365 -2.532 -0.780
O 4.740 5.402 -6.132
S 6.310 5.361 -5.808
H 10.234 3.545 -4.220
O -6.653 -5.559 -0.395
H 9.718 -0.265 4.362
C -6.094 -0.743 -1.993
C 2.366 0.381 0.386
S -7.479 2.916 0.473
O 9.558 1.762 -0.396
O 6.480 3.756 -5.824
O -9.050 5.022 4.255
H 0.401 0.265 1.217
O -6.921 4.514 3.145
C 0.978 -1.642 -0.483
O 3.332 0.530 -6.272
H -7.573 7.221 4.997
O 2.823 0.476 -3.836
C -6.019 -4.615 -0.024
S 8.925 2.770 -1.166
H -2.247 -1.107 1.470
H 2.762 3.293 2.712
C 1.435 1.626 2.488
H -7.061 -2.296 0.886
N -3.746 -2.583 1.751
C -5.073 -4.690 1.218
H -4.663 -5.687 1.361
O -6.483 4.036 1.016
H 5.105 -2.216 3.874
```

=====

Molecular formula: C29H43ClN4ORbSi2
Method: DFT, ωB97M-V/def2-TZVPD

Net charge: -1
E_LUMO, eV: 2.08
E_tot, Eh: -2488.5153
Multiplicity: 1
Gap between HOMO and LUMO, eV: 5.4
Energy above the lowest of the compared OMol25 structures with the same formula, charge and spin, kJ/mol: 8.49

The geometry in XYZ format:
```
81
C29H43ClN4ORbSi2 | OMol25 | ωB97M-V/def2-TZVPD
Si 2.202 -3.358 -1.892
H 3.332 0.093 0.697
C 4.047 -3.038 -2.158
C 3.247 0.462 1.717
H -0.047 -1.803 -5.291
H 3.676 -0.491 -3.719
H 4.636 -3.924 -1.901
C -0.159 -0.859 -4.750
N 2.163 0.125 2.364
H 2.420 -3.243 0.604
N -2.438 2.910 -1.320
Si 1.199 -0.701 -3.431
C 4.152 1.654 3.564
C 1.163 -1.931 -2.148
H 2.985 -1.547 -4.956
C -3.795 -0.464 4.342
C -4.108 -2.357 2.348
H -2.836 0.183 -1.652
H 0.062 5.257 -1.589
Cl -6.419 -0.475 5.032
H -0.613 2.729 0.375
H -2.104 1.327 -3.557
H -3.388 2.079 -4.514
H -2.561 -0.138 0.066
H 1.675 1.345 7.425
H -2.441 4.963 -1.547
H 4.260 -2.781 -3.197
H -0.095 0.079 6.272
H 4.925 2.244 4.043
C 0.754 0.437 5.703
C 1.852 -4.887 -2.960
O -1.834 -2.182 1.803
C -3.338 2.736 -2.450
H 3.655 2.147 6.194
C -5.186 -1.961 3.083
H 2.613 -4.904 0.041
H 5.131 1.529 1.667
C 0.807 0.168 4.350
Rb 0.111 -0.939 0.739
H 0.188 -2.015 -1.658
H -6.168 -2.378 2.896
H -4.219 -3.094 1.562
H 0.818 -5.216 -2.820
H -1.151 -0.868 -4.285
C -5.025 -0.991 4.092
H 2.514 -5.728 -2.722
C -2.780 -1.827 2.547
C 4.269 1.262 2.263
H 0.834 1.813 -3.579
C -1.772 4.192 -1.158
C 3.018 1.273 4.319
C 2.013 0.528 3.652
C 2.877 1.587 5.691
H 0.999 -4.196 0.145
H -0.132 -0.037 -5.474
H -4.128 2.036 -2.180
H 2.812 0.210 -5.094
C -2.088 1.858 -0.506
C 0.921 1.071 -2.774
C -1.415 -0.258 4.043
C -2.909 0.602 -0.647
H -0.511 4.259 -2.932
H -3.960 0.804 -0.433
H 1.980 -4.641 -4.019
H -3.690 0.278 5.127
C -2.650 2.256 -3.730
N -1.146 1.867 0.365
H -1.658 4.391 -0.090
H 0.257 3.498 -1.548
C 2.042 -3.982 -0.110
H 4.388 -2.209 -1.530
H -3.822 3.697 -2.633
H -1.571 0.514 4.814
C -2.649 -0.863 3.620
C -0.407 4.305 -1.850
C 1.775 1.146 6.364
N -0.208 -0.486 3.659
H 0.008 1.122 -2.170
C 2.824 -0.626 -4.389
H 1.757 1.364 -2.130
H -1.936 2.994 -4.093
```

=====

Molecular formula: C2H8P2S2
Method: DFT, ωB97M-V/def2-TZVPD

E_LUMO (alpha / beta), eV: -1.27 / -0.95
E_tot, Eh: -1559.9210
Multiplicity: 1
Gap between HOMO and LUMO (alpha / beta), eV: 7.0 / 7.2
Energy above the lowest of the compared OMol25 structures with the same formula, charge and spin, kJ/mol: 338.27

The geometry in XYZ format:
```
14
C2H8P2S2 | OMol25 | ωB97M-V/def2-TZVPD
H 0.094 -1.781 0.175
H -0.488 2.581 1.368
C -0.902 -1.211 0.061
P -0.421 0.460 -0.551
H -0.767 0.155 -1.938
H 1.834 0.937 -1.549
S -2.146 -1.887 -1.102
H 2.062 -0.600 -0.632
P 0.043 1.365 1.775
C 1.391 0.134 -0.983
H -1.186 -2.212 -2.000
H -1.258 -1.194 1.073
S 1.816 1.769 1.103
H -0.073 1.484 3.198
```

=====

Molecular formula: C4H10CrO2
Method: DFT, ωB97M-V/def2-TZVPD

Net charge: +1
E_LUMO (alpha / beta), eV: -4.57 / -4.67
E_tot, Eh: -1352.9103
Multiplicity: 4
Gap between HOMO and LUMO (alpha / beta), eV: 7.9 / 5.9
Energy above the lowest of the compared OMol25 structures with the same formula, charge and spin, kJ/mol: 0.00

The geometry in XYZ format:
```
17
C4H10CrO2 | OMol25 | ωB97M-V/def2-TZVPD
C 0.999 1.178 -0.153
H -0.059 0.512 1.844
C -1.190 0.105 1.901
O -1.217 -0.924 0.965
O -2.950 0.883 0.779
H -0.147 1.493 0.019
Cr -2.590 -0.668 -0.835
H -2.079 2.130 2.137
H 1.506 2.063 -0.554
H 1.613 0.786 0.667
H -0.896 -2.568 2.146
C -0.449 -2.071 1.273
C -1.982 1.278 1.441
H 0.971 0.397 -0.923
H 0.603 -1.784 1.417
H -1.486 -0.200 2.919
H -0.522 -2.747 0.412
```

=====

Molecular formula: C6H12
Method: DFT, ωB97M-V/def2-TZVPD

E_LUMO, eV: 1.23
E_tot, Eh: -235.7613
Multiplicity: 1
Gap between HOMO and LUMO, eV: 10.9
Energy above the lowest of the compared OMol25 structures with the same formula, charge and spin, kJ/mol: 149.52

The geometry in XYZ format:
```
18
C6H12 | OMol25 | ωB97M-V/def2-TZVPD
H -0.160 0.934 0.618
H 0.686 -1.491 0.956
H -1.746 -1.045 1.120
C -0.365 0.074 -0.143
H 3.427 1.500 0.130
H -3.851 0.228 -0.153
H -2.563 1.304 -0.893
C -1.727 -0.559 0.134
H 1.517 1.616 0.213
H -2.839 1.197 0.876
H -0.361 0.671 -1.112
C 2.237 -0.312 -0.031
H 2.992 -1.035 -0.151
H 0.809 -1.658 -0.831
C 0.827 -0.945 -0.033
C -2.770 0.604 -0.026
H -1.984 -1.333 -0.593
C 2.477 0.990 0.069
```

=====

Question: multiplicity of number 4 (C36H64N5O29S7)?
Answer: 1